# 1
Computed, not measured: a molecular structure, C14H44AsF6N6O8 in a non-equilibrium geometry, with ωB97M-V/def2-TZVPD.

ORCA input file:
```
! RIJCOSX wB97M-V def2-TZVPD def2/J DEFGRID3
* xyz -1 1
As 22.612 3.000 -10.330
F 22.087 4.396 -9.347
F 20.974 2.326 -10.299
F 23.256 1.704 -11.376
F 24.265 3.714 -10.360
F 23.117 2.013 -8.869
F 22.082 3.956 -11.782
C 23.403 8.696 -14.224
O 23.344 7.333 -14.179
H 22.661 9.285 -13.684
H 24.460 8.833 -13.993
H 23.353 8.995 -15.271
H 23.043 7.056 -13.311
C 18.311 6.433 -7.382
O 17.445 5.966 -6.343
H 19.383 6.492 -7.196
H 18.200 5.792 -8.256
H 17.935 7.400 -7.717
H 17.333 5.017 -6.254
C 25.000 5.972 -4.679
O 24.121 6.748 -4.868
N 26.115 6.323 -4.166
N 24.976 4.756 -5.045
H 26.257 7.292 -3.918
H 26.862 5.684 -3.936
H 25.853 4.257 -4.988
H 24.247 4.447 -5.671
C 17.650 -1.073 -11.031
O 18.180 -1.429 -10.015
N 16.863 -1.861 -11.672
N 17.810 0.073 -11.579
H 16.443 -1.364 -12.445
H 16.657 -2.759 -11.259
H 18.441 0.771 -11.213
H 17.206 0.321 -12.350
C 22.385 -3.054 -6.785
O 22.143 -4.210 -6.726
N 23.140 -2.421 -6.014
N 21.900 -2.222 -7.741
H 23.758 -2.976 -5.439
H 23.318 -1.444 -6.200
H 22.055 -1.228 -7.833
H 21.192 -2.570 -8.372
C 28.981 3.587 -11.607
C 28.475 4.145 -12.899
C 29.410 3.930 -14.149
O 27.155 3.591 -13.094
H 28.409 3.954 -10.755
H 29.956 4.055 -11.470
H 28.982 2.497 -11.599
H 28.470 5.231 -12.811
H 30.257 4.613 -14.223
H 28.790 3.993 -15.043
H 29.700 2.881 -14.205
H 26.664 3.587 -12.269
C 25.720 8.929 -9.384
C 26.872 9.926 -9.138
C 27.701 10.404 -10.378
O 26.386 11.193 -8.646
H 26.230 7.970 -9.479
H 25.062 9.271 -10.182
H 25.140 8.851 -8.464
H 27.479 9.521 -8.328
H 28.045 9.472 -10.826
H 28.609 10.958 -10.138
H 27.165 10.988 -11.125
H 25.794 10.952 -7.930
C 28.443 -0.040 -8.173
C 26.945 0.068 -8.563
C 26.292 -1.229 -9.123
O 26.333 0.432 -7.423
H 29.055 -0.480 -8.961
H 28.680 -0.463 -7.197
H 28.959 0.914 -8.060
H 26.845 0.851 -9.315
H 26.489 -1.350 -10.188
H 25.220 -1.047 -9.055
H 26.591 -2.191 -8.707
H 25.496 0.783 -7.735
*
```

HOMO energy: -7.679 eV
DFT total energy: -117700.2422 eV

=====

# 2
Computed, not measured: a molecular structure, C14H44AsN2O3PRhSi3 in a non-equilibrium geometry, with ωB97M-V/def2-TZVPD.

ORCA input file:
```
! RIJCOSX wB97M-V def2-TZVPD def2/J DEFGRID3
* xyz 3 1
Rh 0.258 -0.741 -0.014
N -1.778 0.168 0.672
C -1.759 0.022 2.140
C -0.508 0.688 2.660
N 0.703 0.116 1.997
H -1.813 1.157 0.428
H -2.621 -0.240 0.276
H -1.740 -1.042 2.376
H -2.635 0.462 2.618
H -0.452 0.560 3.741
H -0.537 1.760 2.462
H 1.115 -0.615 2.573
H 1.413 0.836 1.892
C 3.061 -2.949 1.897
Si 1.547 -4.030 1.955
C 1.737 -5.819 1.556
C 0.338 -3.619 3.303
As 0.296 -3.102 -0.033
Si -2.126 -4.005 -0.112
C -3.068 -3.275 1.302
C -2.659 -3.363 -1.767
C -1.755 -5.805 0.051
Si 1.666 -3.831 -2.138
C 0.701 -2.898 -3.421
C 3.367 -3.236 -1.740
C 1.483 -5.664 -2.223
H 3.433 -2.750 2.906
H 2.856 -1.995 1.405
H 3.869 -3.439 1.353
H 2.294 -6.309 2.360
H 2.294 -5.972 0.632
H 0.772 -6.321 1.475
H 0.740 -3.915 4.277
H -0.600 -4.160 3.166
H 0.120 -2.549 3.347
H -3.404 -2.260 1.085
H -2.517 -3.279 2.242
H -3.968 -3.880 1.454
H -2.270 -2.362 -1.956
H -3.752 -3.315 -1.809
H -2.336 -4.020 -2.576
H -1.622 -6.090 1.096
H -0.880 -6.120 -0.516
H -2.617 -6.360 -0.336
H 0.382 -1.921 -3.063
H -0.174 -3.466 -3.741
H 1.322 -2.735 -4.308
H 3.390 -2.194 -1.430
H 3.984 -3.328 -2.642
H 3.836 -3.850 -0.970
H 0.466 -6.011 -2.042
H 2.162 -6.185 -1.548
H 1.745 -5.968 -3.244
C 3.233 0.285 -3.352
O 2.265 -0.289 -2.403
P 2.088 0.292 -0.972
O 3.494 0.180 -0.304
C 4.022 1.020 0.764
O 1.854 1.841 -1.049
C 0.654 2.421 -1.646
H 3.107 1.363 -3.420
H 3.020 -0.175 -4.310
H 4.242 0.046 -3.027
H 5.100 1.012 0.650
H 3.767 0.585 1.729
H 3.654 2.039 0.672
H 0.510 3.392 -1.185
H -0.219 1.791 -1.472
H 0.803 2.541 -2.715
*
```

HOMO energy (spin up / spin down): -17.663 / -17.607 eV
DFT total energy: -121100.6117 eV

=====

# 3
Computed, not measured: a molecular structure, C14H44N2O10Zn in a non-equilibrium geometry, with ωB97M-V/def2-TZVPD.

ORCA input file:
```
! RIJCOSX wB97M-V def2-TZVPD def2/J DEFGRID3
* xyz 3 2
Zn -0.897 -0.049 -0.548
O 3.446 0.325 0.136
H 3.695 1.226 0.353
H 3.559 -0.230 0.911
H 2.523 0.328 -0.129
O 1.048 0.251 -0.389
H 0.988 1.069 0.142
C -0.222 -0.815 -4.918
C -0.140 0.075 -3.707
C -0.578 1.541 -4.142
O -1.817 1.676 -4.720
C -2.231 3.026 -5.076
N -0.949 -0.437 -2.602
H 0.597 -0.434 -5.528
H -1.146 -0.722 -5.487
H -0.061 -1.885 -4.786
H 0.872 0.137 -3.305
H 0.189 1.860 -4.848
H -0.467 2.276 -3.344
H -2.801 3.263 -5.975
H -1.356 3.670 -5.160
H -2.890 3.364 -4.276
H -0.768 -1.423 -2.723
H -1.847 -0.482 -3.062
C 3.616 -1.036 4.678
C 3.069 -0.681 3.253
C 2.629 0.892 3.257
O 1.667 1.323 2.212
C 1.287 2.700 2.254
N 3.989 -0.913 2.178
H 2.834 -1.250 5.406
H 4.337 -0.326 5.084
H 4.285 -1.897 4.692
H 2.172 -1.254 3.015
H 3.388 1.674 3.241
H 2.111 0.968 4.213
H 0.687 3.021 1.402
H 2.066 3.462 2.253
H 0.662 2.746 3.146
H 4.893 -0.728 2.588
H 4.147 -1.909 2.126
C -2.885 1.925 -0.389
C -3.720 0.703 -0.902
O -3.074 -0.462 -0.455
O -1.476 1.916 -0.770
H -2.915 2.092 0.688
H -3.243 2.859 -0.823
H -3.874 0.587 -1.974
H -4.735 0.693 -0.503
H -3.746 -1.053 -0.106
H -1.172 2.814 -0.922
C 0.508 -2.901 -0.221
C -0.068 -3.948 -1.239
O -0.627 -3.553 -2.411
O -0.551 -2.009 0.151
H 1.317 -2.254 -0.561
H 0.934 -3.535 0.556
H -0.966 -4.457 -0.889
H 0.591 -4.815 -1.286
H -1.252 -4.178 -2.785
H -1.151 -2.588 0.627
C -1.724 -0.782 3.732
C -2.051 0.325 2.642
O -1.074 0.334 1.625
O -0.442 -0.316 4.368
H -1.484 -1.730 3.251
H -2.392 -0.979 4.570
H -2.040 1.277 3.172
H -3.084 0.294 2.295
H -0.226 0.432 2.063
H 0.033 -1.088 4.682
*
```

HOMO energy (spin up / spin down): -17.518 / -17.518 eV
⟨S²⟩: 0.75
DFT total energy: -87073.7595 eV

=====

# 4
Computed, not measured: 8 unconnected molecules or ions with the total composition C14H46BO10 in a non-equilibrium geometry, with ωB97M-V/def2-TZVPD.

ORCA input file:
```
! RIJCOSX wB97M-V def2-TZVPD def2/J DEFGRID3
* xyz 0 2
B -0.640 0.514 0.141
H -0.270 0.232 1.115
H -0.396 1.533 -0.114
H -0.181 -0.164 -0.562
H -1.695 0.392 -0.049
C 1.889 -1.721 3.776
C 2.410 -0.875 2.601
O 3.592 -0.314 2.971
H 2.777 -2.054 4.313
H 1.429 -2.640 3.414
H 1.276 -1.232 4.534
H 1.701 -0.077 2.382
H 2.581 -1.513 1.735
H 3.406 0.345 3.644
C -2.554 1.109 -4.743
C -1.985 1.175 -3.325
O -2.245 0.056 -2.493
H -2.171 0.178 -5.160
H -2.316 1.856 -5.500
H -3.595 0.805 -4.636
H -2.401 2.063 -2.850
H -0.900 1.212 -3.419
H -1.789 0.159 -1.655
C -0.197 -2.480 -3.603
C 0.416 -3.654 -2.927
O -0.339 -4.084 -1.842
H -1.097 -2.798 -4.129
H 0.509 -1.991 -4.274
H -0.376 -1.601 -2.984
H 1.359 -3.243 -2.567
H 0.613 -4.415 -3.683
H -0.335 -3.405 -1.164
C 4.209 -1.443 -0.869
C 2.641 -1.190 -1.091
O 2.266 0.058 -0.526
H 4.461 -2.276 -1.526
H 4.422 -1.647 0.181
H 4.744 -0.546 -1.181
H 2.095 -1.974 -0.566
H 2.494 -1.248 -2.170
H 1.324 -0.010 -0.353
C -2.399 3.519 1.066
C -3.195 2.379 1.717
O -2.456 1.286 2.020
O -2.102 3.300 -0.283
H -1.537 3.727 1.699
H -2.968 4.441 1.186
H -3.905 2.131 0.928
H -3.735 2.777 2.576
H -2.001 1.065 1.204
H -1.649 2.453 -0.292
C 2.428 4.145 1.590
C 1.748 2.885 1.071
O 0.673 2.566 1.878
O 1.664 5.392 1.669
H 3.237 4.281 0.872
H 2.852 3.803 2.534
H 2.412 2.022 1.035
H 1.318 3.152 0.105
H 0.324 1.776 1.458
H 0.992 5.284 0.992
C -2.320 -2.299 2.040
C -1.995 -2.819 0.632
O -0.639 -2.368 0.282
O -2.099 -3.227 3.138
H -3.363 -1.985 2.057
H -1.755 -1.375 2.167
H -2.665 -2.449 -0.144
H -2.172 -3.889 0.523
H -0.584 -1.421 0.429
H -1.242 -3.641 3.007
*
```

HOMO energy (spin up / spin down): -9.285 / -9.284 eV
⟨S²⟩: 0.76
DFT total energy: -36405.0250 eV